i | 14
Properties=species:S:1:pos:R:3 method="wB97M-V/def2-TZVPD" e_homo_ha=-0.3743 molar_mass_g_mol=92.57 multiplicity=1 homo_lumo_gap_ev=11.003 charge=0
C -0.030 -1.406 0.108
C 0.130 0.127 -0.125
C 0.795 0.899 0.997
C -1.108 0.543 -0.778
H 1.134 -1.607 0.197
H -0.530 -1.725 0.853
H -0.093 -1.700 -0.970
H 1.119 1.907 0.978
H 0.308 1.078 1.907
H 1.729 0.379 1.497
H -2.289 0.134 -0.360
H -1.235 1.547 -0.887
H -1.182 -0.212 -1.699
Cl 1.253 0.034 -1.720



ii | 14
Properties=species:S:1:pos:R:3 method="wB97M-V/def2-TZVPD" e_homo_ha=-0.3921 molar_mass_g_mol=92.57 multiplicity=1 homo_lumo_gap_ev=11.587 charge=0
C -0.048 1.435 0.155
C 0.430 0.003 -0.013
C -0.281 -0.579 -1.230
C -0.003 -0.873 1.108
H 0.167 2.004 -0.752
H -1.131 1.554 0.148
H 0.246 2.019 1.068
H -0.001 -1.686 -1.348
H -1.382 -0.508 -1.117
H 0.105 -0.091 -2.111
H -1.059 -0.703 1.327
H 0.162 -1.974 0.807
H 0.597 -0.584 2.080
Cl 2.198 -0.018 -0.122



Which one sits at the bottom of the stability order? i does.



i | 44
Properties=species:S:1:pos:R:3 method="wB97M-V/def2-TZVPD" e_homo_ha=-0.2747 molar_mass_g_mol=311.38 multiplicity=1 homo_lumo_gap_ev=7.934 charge=0
C 5.494 2.068 -0.056
O 4.900 0.848 -0.024
C 5.485 -0.100 -0.788
C 4.567 -1.507 -0.620
H 5.053 -2.428 -1.316
C 3.005 -1.397 -1.030
N 2.133 -1.793 0.218
C 0.836 -1.193 -0.108
C 0.529 0.291 -0.026
C -0.643 0.812 0.054
N -0.529 2.398 0.143
N 0.712 2.602 0.067
C 1.488 1.173 0.024
H 2.557 1.440 0.201
H -1.188 2.899 0.011
C -2.079 0.288 0.134
C -2.437 -1.125 -0.006
C -3.931 -0.928 -0.007
C -4.834 -1.688 -0.217
C -6.259 -1.268 -0.046
C -6.545 0.049 -0.202
C -5.601 1.083 0.109
C -4.191 0.619 0.020
O -3.103 1.273 0.196
H -5.685 2.217 -0.249
H -7.441 0.412 -0.132
H -7.045 -2.193 -0.214
H -4.696 -2.692 -0.225
H -1.968 -1.894 0.027
H 0.446 -1.649 -0.836
H 0.352 -1.577 0.809
C 2.944 -1.445 1.138
C 4.405 -1.849 0.902
H 5.122 -1.567 1.483
H 4.402 -3.040 0.971
H 2.587 -1.798 2.121
H 3.025 -0.354 1.384
H 2.830 -1.965 -1.646
H 2.874 -0.236 -1.407
H 6.244 -0.234 -0.324
H 5.448 0.007 -1.668
H 6.333 2.047 0.471
H 4.807 2.758 0.488
H 5.430 2.264 -1.158



ii | 44
Properties=species:S:1:pos:R:3 method="wB97M-V/def2-TZVPD" e_homo_ha=-0.2959 molar_mass_g_mol=311.38 multiplicity=1 homo_lumo_gap_ev=8.024 charge=0
C -2.255 -3.612 0.855
H -1.550 -4.089 -0.009
C -3.501 -3.112 0.183
H -4.239 -2.856 0.989
H -4.135 -4.247 -0.380
C -3.587 -2.214 -0.817
N -3.240 -0.966 -0.170
C -2.066 -0.155 -0.849
O -1.326 -0.567 -1.668
C -1.878 1.157 -0.161
C -3.067 2.261 -0.178
C -2.988 3.491 0.051
C -1.627 3.709 0.426
C -0.536 3.136 0.644
C -0.692 1.685 0.150
N 0.355 0.833 0.513
C 0.392 -0.587 0.897
O -0.677 -0.964 1.423
N 1.629 -1.023 0.701
C 2.758 -0.647 0.433
C 3.816 -0.815 1.105
C 5.012 -0.316 0.980
C 5.331 0.226 -0.385
C 4.216 0.253 -1.150
C 2.991 -0.034 -1.221
C 1.992 -0.112 -2.020
H 1.030 -0.871 -1.721
H 2.314 -0.379 -2.982
H 1.534 0.861 -2.085
H 4.480 0.546 -2.250
H 6.334 0.545 -0.792
H 5.920 -0.532 1.393
H 3.718 -1.179 2.202
H 1.486 -2.121 1.267
H 1.307 1.211 0.282
H 0.448 3.630 0.955
H -1.512 4.941 0.622
H -3.743 4.068 0.374
H -3.978 1.730 -0.527
H -3.772 -0.375 0.563
H -2.683 -2.480 -1.434
H -4.629 -1.944 -1.155
H -1.871 -2.783 1.169
H -2.478 -4.462 1.613



Which one sits at the bottom of the stability order? i does.



i | 15
Properties=species:S:1:pos:R:3 method="wB97M-V/def2-TZVPD" e_homo_ha=-0.5535 molar_mass_g_mol=98.12 multiplicity=1 homo_lumo_gap_ev=10.495 charge=+1
C -0.259 0.489 -0.331
C 0.549 -1.266 0.493
C 0.651 0.104 0.874
C 2.142 0.640 0.973
C -2.337 -0.377 -1.240
N -1.288 -0.252 -0.322
O 0.663 -2.278 0.107
H 0.222 1.359 -0.993
H -0.061 0.196 1.738
H 2.434 1.008 0.033
H 2.847 -0.095 1.091
H 2.370 1.525 1.578
H -2.655 -1.380 -1.383
H -2.196 0.250 -2.067
H -3.080 0.077 -0.550



ii | 15
Properties=species:S:1:pos:R:3 method="wB97M-V/def2-TZVPD" e_homo_ha="-0.5462 / -0.5460" molar_mass_g_mol=98.12 multiplicity=1 homo_lumo_gap_ev="8.501 / 8.503" charge=+1
C 0.578 -0.525 -0.069
C -1.052 1.302 0.695
C -1.313 1.168 -0.701
C -0.757 -0.031 0.096
C 1.137 -1.842 0.207
N 1.501 0.235 -0.774
O 2.221 1.116 -0.807
H -0.299 1.972 1.076
H -1.926 1.420 1.412
H -2.436 1.072 -1.061
H -0.663 1.565 -1.393
H -1.300 -0.954 0.372
H 2.185 -1.727 0.077
H 1.037 -2.671 -0.408
H 1.087 -2.099 1.278



Which one sits at the bottom of the stability order? ii does.



i | 16
Properties=species:S:1:pos:R:3 method="wB97M-V/def2-TZVPD" e_homo_ha=-0.3205 molar_mass_g_mol=132.19 multiplicity=1 homo_lumo_gap_ev=8.534 charge=0
C -1.534 1.117 -0.747
C -0.629 -0.943 0.071
C 0.776 -0.506 0.058
H -2.416 1.527 -1.325
H -1.421 1.816 0.298
H -0.715 0.963 -1.537
H -0.566 -2.966 0.363
H -1.962 -2.014 0.496
H 0.296 1.262 1.155
H 2.255 0.952 -0.708
H 3.217 0.872 0.887
N -1.649 -0.225 -0.258
N -0.983 -2.063 0.839
N 1.119 0.546 0.818
N 2.337 1.194 0.272
S 1.875 -1.531 -0.682



ii | 16
Properties=species:S:1:pos:R:3 method="wB97M-V/def2-TZVPD" e_homo_ha=-0.3141 molar_mass_g_mol=132.19 multiplicity=1 homo_lumo_gap_ev=9.105 charge=0
C -0.779 0.432 1.203
C -0.149 1.155 0.054
C 0.473 -1.710 -1.511
H 0.906 -0.985 1.617
H 0.790 0.621 2.545
H -1.371 1.050 1.798
H -1.479 -0.362 0.793
H 0.874 2.651 0.962
H -0.105 1.065 -1.962
H -1.321 -1.343 -2.053
H 0.428 -2.777 -1.759
N 0.232 -0.257 2.030
N 0.558 2.228 -0.018
N -0.530 0.586 -1.191
N -0.541 -0.880 -1.353
S 2.015 -1.472 -1.155



iii | 16
Properties=species:S:1:pos:R:3 method="wB97M-V/def2-TZVPD" e_homo_ha=-0.2884 molar_mass_g_mol=132.19 multiplicity=1 homo_lumo_gap_ev=8.392 charge=0
C 1.195 -0.573 -0.106
C -0.160 -1.048 -0.315
C -1.309 -0.377 0.016
H 3.032 1.241 0.865
H 3.194 0.862 -0.712
H 0.693 1.339 -0.660
H -0.279 -2.150 -0.436
H -0.722 1.522 0.757
H -2.388 1.242 0.689
H -2.444 -2.043 -0.333
H -3.319 -0.532 -0.201
N 2.619 1.388 -0.089
N 1.357 0.817 -0.120
N -1.486 0.966 0.308
N -2.500 -1.078 0.083
S 2.518 -1.578 0.253



Which one sits at the bottom of the stability order? i does.